# 1
The following is a DFT calculation (ωB97M-V/def2-TZVPD) of a cluster of 2 separate species, C8H30N9O6P3 in total at a distorted geometry.

Structure (XYZ):
```
56
Properties=species:S:1:pos:R:3:forces:R:3
H -1.4502 -3.2136 -4.0469 0.0137 0.0642 -0.0592
N -1.5906 -3.5189 -3.0879 -0.3053 0.1501 0.3891
C -2.7592 -3.2088 -2.6984 0.5069 -0.2815 -0.2897
N -3.7621 -2.5474 -3.5226 0.0319 -0.1983 0.0191
N -3.1836 -3.5003 -1.3853 -0.5252 0.4050 -0.1585
C -2.8344 -2.4008 -0.4291 0.8541 -0.4508 -0.5699
C -1.6545 -2.8309 0.4231 -0.3052 -0.2949 0.3163
C -1.3475 -1.8722 1.5694 -0.2099 0.0165 -0.1209
C -1.0118 -0.4047 1.2355 0.0703 -0.4302 0.2262
P 0.2469 -0.0780 -0.0602 0.4287 0.3050 0.2225
N 0.0185 -0.8598 -1.5473 0.3049 0.5893 -0.1509
C 1.5446 1.1879 0.4068 0.0724 -0.2160 0.1324
C 2.5179 1.7198 -0.6796 0.8396 0.1050 0.3568
N 3.9021 1.5251 -0.1316 -0.0426 0.2995 -0.2402
N 2.3030 3.1474 -0.8226 -0.5373 -0.2736 -0.1992
N 2.3451 1.0987 -1.9753 -0.5970 -0.0309 -0.0163
P 1.6025 -1.8071 0.5788 -0.1820 -1.4800 -0.1326
O 1.9041 -1.4119 2.1496 0.1496 0.6891 -0.0618
O 2.9894 -1.3214 -0.2246 -0.1396 0.5485 0.0070
P -1.1164 1.7072 -0.7301 0.0022 0.3621 0.0705
O -1.3964 2.6319 0.4044 -0.0687 0.1894 0.1875
O -2.5544 1.1598 -1.2829 0.1775 -0.0273 -0.2200
O -0.5061 2.5003 -2.0065 -0.2482 -0.3945 -0.0720
H -4.0174 -3.1686 -4.2823 -0.1095 -0.0808 -0.0089
H -3.3356 -1.7455 -3.9708 0.0172 0.1356 0.0559
H -4.1939 -3.5412 -1.4430 -0.0158 0.0228 0.1443
H -3.7038 -2.1574 0.1766 -0.0944 0.0172 0.0496
H -2.5323 -1.5326 -1.0161 -0.2609 0.3138 0.1687
H -0.8033 -3.0404 -0.2197 0.0721 0.1382 -0.0766
H -1.9204 -3.7909 0.8725 0.0167 -0.0666 0.0188
H -2.2655 -1.8218 2.1619 0.0330 0.0696 0.1773
H -0.6093 -2.3117 2.2369 0.1954 0.0321 -0.0653
H -1.9480 0.1045 1.0245 0.0515 0.1655 -0.3336
H -0.6322 0.0763 2.1366 0.1259 0.0948 0.0621
H 0.8657 -1.3256 -1.8562 -0.1047 -0.3489 0.0743
H -0.1842 -0.1762 -2.2692 -0.1578 -0.0117 -0.0937
H 1.0610 2.0455 0.8689 -0.2849 -0.0237 -0.0751
H 2.1631 0.7440 1.1841 -0.1403 -0.1573 0.0588
H 4.3237 0.6887 -0.5164 -0.1527 -0.2144 0.2099
H 4.4587 2.2934 -0.4873 0.0971 0.0305 -0.0346
H 2.5939 3.6196 0.0203 0.0487 0.1366 0.0169
H 2.7930 3.5084 -1.6291 0.1961 0.1459 0.0813
H 2.4907 1.7329 -2.7431 0.1301 0.0246 -0.0905
H 2.8898 0.2566 -2.0669 0.1229 -0.0163 -0.0258
H 2.0945 -2.2127 2.6376 -0.0169 -0.1828 0.2082
H 3.7488 -1.7582 0.1659 0.1929 -0.2216 -0.0738
H -3.2257 1.7245 -0.8836 -0.2840 -0.0125 0.1067
H -1.1342 3.1930 -2.2418 0.0545 0.3020 -0.1824
N 1.6412 2.4347 4.6116 0.0078 -0.0704 0.0320
C 0.5816 2.1951 3.7801 -0.1855 0.5211 -0.2988
N 0.2415 3.2131 2.9324 0.0171 -0.1700 0.2245
O -0.0343 1.1431 3.7885 0.0934 -0.2247 0.2622
H 2.1570 3.2928 4.6177 -0.0152 0.0198 -0.0323
H 1.9062 1.6993 5.2382 0.0131 -0.0320 -0.0059
H -0.5449 3.0594 2.3161 0.0307 0.0043 -0.2331
H 0.7218 4.0915 2.9026 0.0156 0.0139 0.0424
```
Positions in Å, forces in eV/Å.

Energy in a.u.: -2291.2725
Gap between HOMO and LUMO in eV: 7.71
Structure (SMILES): [H]/N=C(\N)NCCCCP(N)(CC(N)(N)N)(P(O)O)P(=O)(O)O.NC(N)=O

***

# 2
The following is a DFT calculation (ωB97M-V/def2-TZVPD) of the molecule C2H2BrN3O at a distorted geometry.

Structure (XYZ):
```
9
Properties=species:S:1:pos:R:3:forces:R:3
C -1.8238 0.7711 0.1614 0.6133 -0.1790 -1.9203
N -0.8335 -0.0154 0.2998 -1.8902 2.1126 -0.8864
N -0.2192 -0.9759 0.6317 -4.1527 0.0009 1.4910
N 0.8809 -1.4179 0.4855 4.0650 -2.4451 -0.1110
C 1.8512 -0.8874 -0.2732 0.4781 1.7390 -0.8203
O 2.7642 -1.3654 -0.8052 0.2386 0.1109 -0.0104
Br 1.6407 1.3528 -0.4761 0.1676 -1.2161 0.1331
H -1.8817 1.6162 0.7769 -0.0132 0.9376 1.2889
H -2.3787 0.9220 -0.8008 0.4934 -1.0609 0.8355
```
Positions in Å, forces in eV/Å.

Energy in a.u.: -2890.7857
Gap between HOMO and LUMO in eV: 9.13
Structure (SMILES): C=N/N=N\C(=O)Br

***

# 3
The following is a DFT calculation (ωB97M-V/def2-TZVPD) of a structure of composition C35H36ClNO8P2PdS.

Structure (XYZ):
```
85
Properties=species:S:1:pos:R:3:forces:R:3
Pd 0.6577 0.3784 1.4740 -0.0901 0.4794 0.0025
O 2.9934 -2.4208 3.6067 -0.0652 0.1268 -0.0742
Cl 2.1583 -1.6865 2.7222 0.2027 -0.0189 0.2365
O 2.8299 -0.4553 2.2708 -0.2637 -0.2049 -0.3155
O 0.9511 -1.2210 3.4172 -0.1532 -0.1387 -0.0614
O 1.7785 -2.4615 1.5727 0.0951 -0.0475 0.1659
C -0.2668 0.4049 -1.7280 0.1091 0.0109 0.0371
P 1.0023 1.2156 -0.7011 -0.1131 -0.0239 -0.0042
C 2.6044 0.9608 -1.4943 0.0168 -0.0323 0.0231
C 3.4904 0.0322 -0.9538 -0.0132 0.0786 -0.0977
C 4.7129 -0.1897 -1.5759 -0.0186 -0.0286 0.0317
C 5.0424 0.5056 -2.7280 0.0143 0.0023 -0.0229
C 4.1560 1.4298 -3.2701 -0.0164 0.0039 -0.0037
C 2.9396 1.6620 -2.6534 0.0038 -0.0154 0.0100
C 0.7004 2.9897 -0.7600 -0.0168 0.0366 -0.0583
C -0.5219 3.5110 -1.1720 0.0139 -0.0137 0.0254
C -0.7430 4.8792 -1.1247 -0.0034 -0.0011 0.0013
C 0.2493 5.7268 -0.6602 0.0085 -0.0066 0.0021
C 1.4672 5.2094 -0.2380 -0.0052 0.0013 -0.0041
C 1.6932 3.8456 -0.2829 -0.0203 -0.0144 -0.0044
P 0.2945 -1.3324 -2.0934 -0.0283 0.0711 -0.0667
C 1.0589 -1.0934 -3.7503 0.0024 -0.0056 0.0521
C 0.4345 -0.4277 -4.8040 -0.0346 0.0091 -0.0159
C 1.0727 -0.2843 -6.0245 0.0058 -0.0018 -0.0027
C 2.3445 -0.8161 -6.2116 -0.0069 -0.0055 0.0297
C 2.9686 -1.4925 -5.1759 -0.0014 0.0231 -0.0201
C 2.3272 -1.6278 -3.9505 -0.0024 0.0090 0.0130
C -1.2868 -2.1128 -2.6049 0.0369 0.0010 -0.0214
C -1.1762 -3.3708 -3.2029 -0.0105 -0.0039 -0.0296
C -2.3021 -4.1008 -3.5426 -0.0055 0.0165 0.0101
C -3.5680 -3.5899 -3.2784 0.0182 0.0091 0.0078
C -3.6904 -2.3448 -2.6833 0.0001 -0.0146 -0.0022
C -2.5576 -1.6101 -2.3494 -0.0206 0.0277 0.0126
H -0.5035 0.9800 -2.6254 0.0603 -0.0198 -0.0094
H -1.1470 0.3547 -1.0844 0.0269 0.0039 -0.0104
H 3.2307 -0.5029 -0.0502 0.0112 -0.0203 0.0234
H 5.4061 -0.9041 -1.1515 0.0037 -0.0008 -0.0016
H 5.9966 0.3309 -3.2089 0.0013 0.0013 0.0005
H 4.4147 1.9677 -4.1726 0.0016 0.0010 -0.0027
H 2.2496 2.3890 -3.0655 0.0052 0.0021 -0.0085
H -1.3127 2.8531 -1.5079 -0.0047 0.0081 -0.0027
H -1.6989 5.2791 -1.4356 -0.0022 0.0024 -0.0022
H 0.0699 6.7928 -0.6124 0.0018 0.0036 0.0002
H 2.2366 5.8689 0.1406 0.0039 0.0043 0.0028
H 2.6357 3.4403 0.0662 0.0011 0.0053 -0.0009
H -0.5672 -0.0304 -4.6764 0.0094 -0.0013 0.0046
H 0.5778 0.2349 -6.8353 -0.0016 0.0029 -0.0025
H 2.8422 -0.7038 -7.1663 0.0028 -0.0040 -0.0035
H 3.9578 -1.9094 -5.3158 0.0034 -0.0020 0.0011
H 2.8190 -2.1421 -3.1336 0.0127 -0.0057 0.0069
H -0.1917 -3.7809 -3.4030 -0.0025 -0.0036 -0.0023
H -2.1932 -5.0715 -4.0091 -0.0034 -0.0056 -0.0018
H -4.4507 -4.1605 -3.5353 -0.0041 -0.0012 -0.0062
H -4.6713 -1.9365 -2.4755 -0.0045 0.0000 0.0006
H -2.6859 -0.6438 -1.8790 -0.0067 -0.0258 -0.0067
C -2.0907 -3.7351 2.8976 0.0132 0.0212 -0.0204
N -1.6204 -3.0656 1.6988 -0.0279 -0.0445 0.0383
C -1.2775 -3.8782 0.5380 0.0258 -0.0044 0.0067
C -1.2941 -1.7851 1.7173 0.0555 -0.0155 -0.1139
O -0.7737 -1.2034 0.7487 0.0094 -0.2031 0.0964
H -3.0135 -4.2765 2.6890 -0.0087 0.0004 0.0025
H -2.2783 -2.9996 3.6768 0.0054 0.0046 0.0024
H -1.3372 -4.4382 3.2560 0.0019 -0.0074 0.0024
H -1.8260 -4.8159 0.5955 -0.0069 0.0023 0.0099
H -0.2043 -4.0763 0.5210 0.0019 0.0098 -0.0007
H -1.5522 -3.3561 -0.3747 -0.0053 -0.0084 0.0251
H -1.5107 -1.2635 2.6552 -0.0288 0.0182 -0.0167
C -2.8660 0.7596 7.8520 0.0111 0.0042 -0.0264
C -2.3146 1.2428 6.5374 -0.0309 0.0013 0.0268
C -3.0799 2.0370 5.6868 0.0228 -0.0126 0.0141
C -2.5734 2.4778 4.4749 -0.0079 0.0348 -0.0046
C -1.2855 2.1208 4.1069 0.0754 -0.0416 -0.0184
C -0.4997 1.3371 4.9408 -0.0351 -0.0091 -0.0039
C -1.0215 0.9030 6.1492 0.0157 0.0107 -0.0291
S -0.6822 2.6040 2.5165 0.0410 0.1065 0.0432
O -1.1060 3.9468 2.2613 -0.0611 -0.0217 -0.0238
O 0.7834 2.3814 2.5405 0.1264 -0.0249 0.1263
O -1.2411 1.5887 1.5693 0.0664 -0.0991 0.0221
H -3.8627 1.1589 8.0335 -0.0034 0.0013 0.0032
H -2.2227 1.0608 8.6797 0.0029 0.0055 0.0021
H -2.9292 -0.3298 7.8697 -0.0011 -0.0027 0.0015
H -4.0840 2.3187 5.9802 -0.0035 0.0000 0.0018
H -3.1658 3.1033 3.8202 -0.0003 0.0030 -0.0066
H 0.5070 1.0713 4.6485 -0.0028 0.0010 -0.0022
H -0.4074 0.2927 6.8008 -0.0050 -0.0032 0.0075
```
Positions in Å, forces in eV/Å.

Energy in a.u.: -3680.7283
Spin multiplicity: 3
Gap between HOMO and LUMO (alpha / beta) in eV: 8.84 / 7.35

***

# 4
The following is a DFT calculation (ωB97M-V/def2-TZVPD) of a structure of composition C33H31AsN2PPt.

Structure (XYZ):
```
69
Properties=species:S:1:pos:R:3:forces:R:3
Pt 0.0687 -0.0343 -1.0726 0.8189 -0.1324 0.4361
C -6.2878 -0.9310 3.0156 0.0078 0.0048 -0.0032
C -5.7431 0.1839 2.3893 0.0124 0.0123 -0.0142
C -4.6089 0.0555 1.6050 -0.0184 -0.0401 0.0236
C -4.0100 -1.1924 1.4340 0.0448 0.0061 0.0112
C -4.5693 -2.3058 2.0561 0.0278 0.0040 -0.0150
C -5.7013 -2.1753 2.8497 -0.0210 -0.0088 0.0127
P -2.4909 -1.4548 0.4548 -0.0482 -0.0579 0.1863
C -2.6644 -0.2505 -0.9029 -0.2370 0.0869 -0.1295
C -3.1414 -0.7388 -2.1226 -0.0104 0.0717 -0.1215
C -3.3265 0.1078 -3.2053 0.0048 -0.0531 0.0435
C -3.0490 1.4651 -3.0850 0.0322 0.0282 0.0644
C -2.6017 1.9700 -1.8729 -0.0422 0.0217 -0.0567
C -2.4001 1.1191 -0.7908 -0.3715 0.1227 0.0253
C -1.2074 -0.6528 1.4904 -0.0672 -0.0226 -0.1073
C -1.3115 -0.6047 2.8811 0.0512 0.0034 -0.0387
C -0.2489 -0.1647 3.6569 0.0154 0.0100 0.0272
C 0.9340 0.2380 3.0546 -0.0405 -0.0256 0.0586
C 1.0524 0.2102 1.6703 0.0710 -0.0144 -0.0889
C -0.0140 -0.2337 0.9016 -0.0044 0.3921 -0.1027
H -7.1735 -0.8262 3.6279 -0.0044 -0.0067 0.0025
H -6.2059 1.1542 2.5123 -0.0039 0.0039 0.0045
H -4.1947 0.9289 1.1182 -0.0208 0.0108 0.0085
H -4.1168 -3.2808 1.9159 -0.0025 -0.0026 0.0033
H -6.1277 -3.0456 3.3304 0.0021 -0.0049 -0.0006
H -3.3744 -1.7927 -2.2181 0.0094 -0.0093 -0.0122
H -3.6969 -0.2873 -4.1421 -0.0023 -0.0055 -0.0010
H -3.2018 2.1260 -3.9279 -0.0015 0.0106 0.0038
H -2.4157 3.0316 -1.7599 -0.0056 0.0071 -0.0233
H -2.1150 1.5330 0.1702 0.0735 -0.0439 -0.0217
H -2.2335 -0.9184 3.3557 -0.0013 0.0034 -0.0018
H -0.3458 -0.1378 4.7339 0.0003 -0.0014 0.0027
H 1.7664 0.5751 3.6582 0.0071 0.0032 -0.0053
H 1.9716 0.5266 1.1926 0.0088 0.0082 0.0282
C 2.2563 -2.6234 -2.0741 0.0429 -0.0266 0.0403
As 0.5929 -2.3322 -1.1360 -0.2567 -0.1315 -0.2371
C -0.6456 -3.3976 -2.1710 0.1036 -0.0815 0.0227
C 0.8204 -3.2546 0.5687 0.0427 -0.0288 -0.0023
C 1.0088 -4.7295 0.3775 0.0127 0.0067 0.0016
C -0.0980 -5.5737 0.3335 0.0002 -0.0084 0.0054
C 0.0625 -6.9361 0.1329 -0.0111 0.0047 -0.0001
C 1.3332 -7.4711 -0.0273 0.0068 0.0078 0.0003
C 2.4420 -6.6389 0.0225 -0.0040 -0.0044 -0.0045
C 2.2802 -5.2756 0.2234 -0.0096 -0.0017 0.0146
H 2.4983 -3.6854 -2.0509 0.0025 0.0046 -0.0143
H 3.0504 -2.0480 -1.6031 0.0090 -0.0068 -0.0021
H 2.1407 -2.3015 -3.1077 -0.0009 0.0147 0.0046
H -0.2878 -4.4236 -2.2445 0.0171 0.0128 0.0142
H -0.7263 -2.9658 -3.1680 -0.0103 0.0289 0.0215
H -1.6121 -3.3747 -1.6763 -0.0471 -0.0313 -0.0106
H -0.0654 -3.0317 1.1592 -0.0242 -0.0225 0.0130
H 1.6739 -2.7862 1.0609 0.0062 0.0044 -0.0261
H -1.0907 -5.1572 0.4670 -0.0020 -0.0050 0.0001
H -0.8049 -7.5824 0.1089 -0.0015 -0.0027 -0.0022
H 1.4591 -8.5344 -0.1802 0.0013 -0.0051 0.0007
H 3.4358 -7.0524 -0.0859 0.0048 -0.0016 -0.0023
H 3.1515 -4.6328 0.2813 0.0034 0.0021 -0.0015
N 2.0918 4.5426 -4.9609 0.0029 0.0084 -0.0223
C 1.7013 4.2532 -3.9214 0.0069 -0.0136 0.0103
C 1.2113 3.8733 -2.6264 -0.0031 0.0211 0.0439
C 0.9250 4.8211 -1.6479 0.0179 0.0263 -0.0360
C 0.4595 4.3844 -0.4220 0.0024 -0.0571 0.0308
C 0.2819 3.0275 -0.2164 0.0617 -0.0387 0.1234
N 0.5546 2.1184 -1.1553 -0.2268 -0.1527 -0.2168
C 1.0175 2.5303 -2.3369 0.0250 0.0912 0.0305
H 1.0721 5.8731 -1.8508 -0.0013 0.0008 -0.0062
H 0.2326 5.0825 0.3706 -0.0043 0.0009 0.0028
H -0.0762 2.6386 0.7291 -0.0156 0.0165 -0.0083
H 1.2515 1.7764 -3.0791 -0.0356 -0.0138 0.0134
```
Positions in Å, forces in eV/Å.

Energy in a.u.: -4081.8436
Gap between HOMO and LUMO in eV: 7.45
Charge: +1